{"formula": "C19H58F3N3O14Si", "method": "ωB97M-V with the def2-TZVPD basis set", "gap_ev": 7.5, "lumo_energy_ev": -0.708, "multiplicity": 1, "elements": ["C", "C", "O", "C", "N", "C", "C", "O", "Si", "N", "C", "C", "F", "N", "C", "O", "F", "C", "O", "F", "H", "H", "H", "H", "H", "H", "H", "H", "H", "H", "H", "H", "H", "H", "H", "H", "H", "H", "C", "O", "H", "H", "H", "H", "C", "O", "H", "H", "H", "H", "C", "O", "H", "H", "H", "H", "C", "O", "H", "H", "H", "H", "C", "O", "H", "H", "H", "H", "C", "O", "H", "H", "H", "H", "C", "O", "H", "H", "H", "H", "C", "O", "H", "H", "H", "H", "C", "O", "H", "H", "H", "H", "C", "O", "H", "H", "H", "H"], "positions_angstrom": [[-0.052160, -3.048696, -2.646844], [-1.088063, -2.294552, -3.665340], [-0.551865, -0.991171, -3.977551], [-2.507659, -2.285434, -2.915776], [-3.650003, -1.763188, -3.706111], [-3.644856, -0.284523, -3.872488], [-3.652384, 0.559673, -2.506102], [-2.655595, 1.632062, -2.607787], [-1.604857, 1.691936, -1.246351], [-0.751097, 0.134005, -1.085709], [-0.228391, 2.981990, -1.701903], [0.702613, 2.356948, -2.862174], [1.377710, 3.398600, -3.613226], [-2.354290, 2.301291, 0.272017], [-1.368544, 2.660929, 1.300259], [-0.833597, 1.765266, 1.978238], [-1.051784, 4.035334, 1.571822], [-3.375921, 1.403597, 0.818654], [-3.266836, 0.186331, 1.026010], [-4.625803, 2.001932, 1.175486], [0.056683, -4.161578, -2.871580], [0.987497, -2.575297, -2.642622], [-0.485120, -2.855851, -1.590313], [-1.179860, -2.938040, -4.616754], [0.184671, -0.743404, -3.382698], [-2.353265, -1.792175, -1.899980], [-2.753863, -3.396167, -2.688872], [-3.796728, -2.268856, -4.587015], [-4.630353, -0.019746, -4.437627], [-2.804651, 0.109755, -4.567415], [-3.579308, -0.062707, -1.551227], [-4.675600, 1.101902, -2.450012], [-1.182639, -0.488666, -0.386721], [0.180701, 0.382411, -0.691506], [0.453455, 3.073137, -0.767166], [-0.650387, 4.013022, -1.945137], [1.545647, 1.754256, -2.347964], [0.142174, 1.616334, -3.524704], [3.519866, -0.355503, -0.009496], [2.200838, -0.052151, 0.427248], [3.655098, 0.033226, -1.019949], [4.242100, 0.112510, 0.656984], [3.663781, -1.438948, -0.016064], [2.108351, -0.406547, 1.320736], [-6.476421, -2.047128, 2.031728], [-5.588303, -2.529924, 1.036119], [-7.192250, -2.831878, 2.277499], [-5.913583, -1.778230, 2.929464], [-7.013411, -1.173688, 1.652457], [-4.966851, -1.815358, 0.838262], [-0.370152, 7.344674, 3.607510], [0.357477, 7.063691, 2.420881], [-0.052237, 8.313070, 3.994109], [-1.439496, 7.377758, 3.384730], [-0.168712, 6.573263, 4.354961], [0.057275, 6.201718, 2.099463], [-5.293007, 0.406675, -7.907031], [-5.614047, 0.416556, -6.523688], [-4.379719, -0.170810, -8.052117], [-6.106735, -0.056202, -8.471118], [-5.132734, 1.429921, -8.255687], [-6.423853, 0.932960, -6.422960], [3.278378, 4.677654, 1.003812], [3.230988, 6.084244, 0.829170], [4.192138, 4.296864, 0.546506], [3.281348, 4.437985, 2.070736], [2.413042, 4.215979, 0.519900], [2.414468, 6.395410, 1.241828], [3.025750, -4.345821, -0.927052], [1.710761, -4.037093, -0.488576], [3.164679, -3.944932, -1.931684], [3.756103, -3.891387, -0.252515], [3.162438, -5.429899, -0.948637], [1.613896, -4.402016, 0.400345], [4.666627, -0.984602, 3.421834], [5.357024, -0.326382, 2.366327], [4.166888, -1.866443, 3.021077], [5.378998, -1.291555, 4.191104], [3.921227, -0.309631, 3.850357], [5.789491, 0.449468, 2.748966], [4.223702, -4.361073, 5.356976], [3.540476, -4.042792, 4.152677], [5.266644, -4.058489, 5.260159], [3.767738, -3.824096, 6.192612], [4.175127, -5.438062, 5.534838], [2.622204, -4.320074, 4.264360], [-3.989537, -0.966592, 5.289810], [-5.264455, -0.865226, 5.905775], [-3.424056, -1.760976, 5.777476], [-4.110783, -1.207124, 4.230419], [-3.452747, -0.020675, 5.399432], [-5.743034, -0.156907, 5.456670], [8.517673, -1.328881, 0.428327], [8.200223, -1.310253, 1.810900], [9.433279, -1.903458, 0.285142], [7.704575, -1.799984, -0.130468], [8.672975, -0.307412, 0.071328], [7.386805, -0.796085, 1.910222]], "atomic_forces_ev_per_a": [[-0.85, 0.63, 0.15], [1.16, -1.41, 1.44], [-0.32, -0.38, -0.18], [0.58, -1.29, -0.74], [0.77, 0.95, 1.33], [-0.94, 0.70, -1.29], [-1.52, 0.23, -0.96], [0.59, -0.77, 3.02], [1.44, -0.16, -3.46], [-0.42, 1.54, 1.25], [0.73, -0.36, 0.45], [0.59, -0.18, 0.98], [-1.30, -1.56, 0.94], [-1.06, 0.53, 1.70], [1.58, -2.96, 2.81], [-1.81, 4.35, -2.43], [-1.20, -3.20, -1.39], [-0.70, -2.95, 1.63], [-0.42, 4.72, -1.17], [3.17, -0.70, -1.08], [-0.27, 1.52, 0.49], [-1.40, -0.61, -0.25], [0.93, -0.71, -1.59], [0.11, 1.30, 1.13], [-0.90, -0.63, -0.18], [-0.53, -0.34, -1.50], [0.52, 1.68, -0.31], [0.28, 0.49, 0.59], [1.79, -0.50, 1.03], [-1.04, -0.53, 1.44], [0.20, 0.56, -1.37], [1.60, -0.93, 0.03], [0.31, 0.20, -0.48], [-0.53, -0.53, -0.20], [-1.05, 0.18, -1.42], [0.60, -1.44, 0.11], [-1.29, 0.99, -0.83], [0.66, 1.50, 0.37], [0.09, 0.06, 0.01], [-0.44, 0.11, 0.09], [-0.18, -0.06, 0.04], [0.04, -0.16, -0.28], [0.18, 0.02, -0.10], [-0.07, 0.14, -0.22], [0.24, 0.18, -0.16], [0.18, 0.03, -0.11], [0.12, 0.02, -0.08], [-0.22, 0.04, 0.15], [-0.15, 0.02, 0.20], [-0.13, -0.24, 0.02], [-0.05, -0.22, -0.05], [0.17, -0.28, -0.32], [0.03, -0.10, -0.13], [-0.03, 0.07, 0.20], [-0.12, 0.12, 0.16], [0.04, 0.29, 0.06], [-0.21, 0.14, 0.05], [-0.16, 0.05, 0.12], [-0.09, 0.05, 0.12], [0.13, 0.01, -0.20], [0.08, -0.08, -0.21], [0.20, -0.15, 0.06], [-0.20, 0.31, 0.09], [-0.05, 0.02, -0.01], [-0.08, 0.10, 0.00], [0.01, -0.25, -0.02], [0.07, -0.26, 0.03], [0.18, 0.16, -0.01], [-0.08, -0.09, 0.27], [-0.07, -0.01, 0.23], [-0.11, 0.00, 0.09], [0.20, -0.09, -0.14], [0.22, 0.03, -0.10], [-0.04, 0.10, -0.23], [0.02, 0.03, 0.12], [0.57, 0.37, 0.13], [0.15, 0.08, 0.01], [-0.19, -0.13, 0.08], [-0.05, -0.12, 0.13], [-0.18, -0.09, -0.10], [-0.21, -0.07, 0.05], [-0.23, 0.04, -0.20], [-0.13, -0.01, -0.09], [0.16, -0.08, 0.14], [0.15, 0.03, 0.18], [0.22, 0.08, -0.09], [-0.21, 0.21, -0.09], [-0.17, 0.04, 0.03], [-0.15, 0.06, 0.01], [0.28, -0.02, -0.04], [0.22, -0.09, -0.11], [0.05, -0.20, 0.17], [-0.23, 0.12, 0.19], [0.05, 0.10, 0.14], [-0.09, 0.05, 0.09], [0.11, 0.02, -0.21], [0.07, -0.08, -0.24], [0.00, -0.36, 0.02]], "mulliken_charge": [-1.13, 0.61, -0.54, -0.49, -0.38, -0.38, 0.41, -0.62, 0.28, 0.34, -0.13, 0.32, -0.35, 0.36, 0.30, -0.42, -0.23, 0.43, -0.39, -0.28, 0.37, 0.19, 0.16, 0.26, 0.21, -0.18, 0.36, 0.31, 0.16, 0.16, -0.28, 0.30, 0.22, -0.06, -0.31, 0.40, -0.07, 0.07, -0.43, -0.42, 0.33, 0.31, -0.05, 0.20, -0.20, -0.51, 0.26, -0.06, 0.24, 0.28, -0.56, -0.48, 0.24, 0.25, 0.26, 0.30, -0.55, -0.46, 0.22, 0.25, 0.26, 0.26, 0.00, -0.52, 0.25, 0.28, -0.25, 0.30, -0.57, -0.39, 0.25, 0.18, 0.30, 0.24, -0.59, -0.49, 0.12, 0.32, 0.33, 0.28, -0.60, -0.45, 0.22, 0.27, 0.30, 0.28, -0.29, -0.51, 0.23, 0.03, 0.23, 0.30, -0.51, -0.49, 0.23, 0.22, 0.24, 0.34]}